Version A
DFT (the ωB97M-V functional and the def2-TZVPD basis) results for a 2-piece molecular cluster, CH2O2 overall.

Positions of all 5 atoms, in Å:
H -14.92 -1.57 -6.76
H -15.02 -1.92 -7.41
C 10.12 1.15 4.74
O 9.72 1.77 5.71
O 10.10 0.57 3.72

The value obtained for the HOMO-LUMO gap is 12.999 eV. The SMILES is [H][H].O=C=O. Its lowest unoccupied orbital energy is 0.0038 Eh. Its total charge is 0. The calculation puts the HOMO energy at -12.8965 eV.

Version B
DFT (the ωB97M-V functional and the def2-TZVPD basis) results for a 2-piece molecular cluster, CH2O2 overall.

Positions of all 5 atoms, in Å:
C 0.21 -0.16 -0.27
O -0.98 0.36 -0.42
O 1.28 0.36 -0.52
H -0.74 0.65 1.04
H 0.23 -1.22 0.17

The value obtained for the HOMO-LUMO gap is 8.878 eV. Its lowest unoccupied orbital energy is -0.0674 Eh. Its total charge is 0. The calculation puts the HOMO energy at -10.7128 eV.

Relative energies, unit kcal/mol: version A 0.0; version B 69.0

Version A
DFT (the ωB97M-V functional and the def2-TZVPD basis) results for a 2-piece molecular cluster, C4H10N3O2 overall.

Positions of all 19 atoms, in Å:
H 0.35 -1.64 1.70
H -1.20 -0.69 1.49
H -1.33 -1.54 -0.98
O 3.24 0.76 0.86
O 4.37 -0.66 -0.39
C 0.78 2.30 -0.23
N 0.54 0.04 0.68
N 3.26 -0.20 0.05
H -0.04 3.02 -0.20
C -0.56 -1.98 -0.31
H -1.07 -2.98 0.00
N 2.23 -0.83 -0.30
H 0.29 -2.26 -0.90
H -1.18 0.95 0.04
C -0.26 -1.14 0.96
H 1.46 2.34 -1.02
H -0.14 0.52 -1.26
C -0.01 0.90 -0.25
H 1.21 2.16 0.77

The value obtained for the HOMO-LUMO gap (spin up / spin down) is 7.788 / 8.086 eV. Its lowest unoccupied orbital energy (spin up / spin down) is 0.1366 / 0.1426 Eh. Its total charge is -1. The calculation puts the HOMO energy (spin up / spin down) at -4.0701 / -4.2057 eV.

Version B
DFT (the ωB97M-V functional and the def2-TZVPD basis) results for a 2-piece molecular cluster, C4H10N3O2 overall.

Positions of all 19 atoms, in Å:
C -0.79 -0.87 1.20
O 3.75 -0.21 0.95
O 3.15 0.37 -1.02
H -0.93 -1.83 1.63
H -0.22 1.62 -0.46
H -1.71 -0.31 1.42
N -0.46 -1.05 -0.23
H -1.64 1.64 0.43
C -1.43 -1.65 -1.00
C 0.75 -0.61 -0.59
H -1.26 2.96 -0.77
C -0.91 2.30 0.04
H -0.28 2.83 0.70
N 1.66 -0.47 0.41
H 1.05 -0.76 -1.70
N 2.83 -0.12 0.07
H 0.05 -0.19 1.54
H -1.25 -2.00 -2.01
H -2.38 -1.67 -0.61

The value obtained for the HOMO-LUMO gap (spin up / spin down) is 5.925 / 5.787 eV. Its lowest unoccupied orbital energy (spin up / spin down) is 0.1371 / 0.1368 Eh. Its total charge is -1. The calculation puts the HOMO energy (spin up / spin down) at -2.1940 / -2.0630 eV.

Relative energies, unit kcal/mol: version A 27.0; version B 0.0

Version A
DFT (the ωB97M-V functional and the def2-TZVPD basis) results for C35H28N6PS4V as an isolated structure.

Positions of all 75 atoms, in Å:
C -5.40 1.59 -3.90
H -0.67 -0.89 -5.38
H 1.83 -0.62 -1.94
H -4.81 -1.60 5.50
H -5.05 -0.24 4.40
C -0.26 -0.36 -1.48
V 0.38 -0.40 0.59
P -2.98 -0.11 -1.08
C 4.11 -2.29 2.06
N 2.78 -2.42 1.83
H 6.07 -2.50 1.28
N 7.78 2.54 1.44
S -2.74 1.63 3.20
H -5.21 -3.48 1.74
H -5.38 2.51 -4.46
C -1.80 1.42 1.77
H 2.14 -1.97 2.50
C -4.20 -2.05 0.51
H -1.85 -2.76 -1.80
C -4.47 -3.33 0.97
H -3.54 2.00 -2.93
H -3.97 -5.41 0.81
S 1.95 1.32 0.11
H 2.75 -3.43 -1.33
H -2.28 -5.03 -0.96
C 3.14 1.25 1.41
C -2.59 -2.92 -1.03
C 4.51 -3.04 -0.16
C 0.70 -0.78 -3.71
S 0.55 -2.86 0.40
H 4.38 -1.91 3.03
C 5.15 1.22 3.37
N -1.47 2.42 0.92
H -7.27 0.93 -4.72
H -5.43 -1.70 -1.90
C 3.88 0.75 3.66
C -4.36 1.30 -3.03
C -2.97 -0.75 4.74
C -6.46 -0.47 -3.31
C 2.87 0.72 2.70
C -2.42 -0.06 3.54
N 6.94 1.14 5.22
C -5.41 -0.76 -2.44
C 6.15 1.19 4.39
C -0.55 -0.74 -4.32
C 6.73 2.18 1.73
C 5.01 -2.61 1.09
C 3.16 -3.13 -0.38
C 4.42 1.73 1.13
C -1.51 -0.31 -2.14
N -1.71 -0.63 2.65
H 5.19 -3.27 -0.96
C -3.78 -4.41 0.44
N -1.34 0.21 1.64
C -4.44 -1.12 4.59
H 4.62 2.10 0.14
C -1.66 -0.52 -3.51
H -2.35 -1.64 4.88
H -2.12 3.18 0.79
C 2.23 -2.80 0.65
C -6.46 0.71 -4.04
H -2.64 -0.50 -3.97
H -4.57 -1.82 3.76
H 1.59 -0.95 -4.32
C -2.84 -4.20 -0.55
H -0.89 2.14 0.14
H -7.28 -1.18 -3.41
C -4.35 0.12 -2.29
H -4.73 -1.20 0.94
C 5.43 1.71 2.08
H -2.82 -0.11 5.62
C -3.28 -1.83 -0.51
C 0.82 -0.59 -2.35
S 1.33 0.00 3.08
H 3.67 0.37 4.65

The value obtained for the HOMO-LUMO gap (spin up / spin down) is 5.663 / 5.037 eV. Its lowest unoccupied orbital energy (spin up / spin down) is 0.0772 / 0.0772 Eh. Its total charge is -1. The calculation puts the HOMO energy (spin up / spin down) at -3.5629 / -2.9365 eV. The multiplicity is 2.

Version B
DFT (the ωB97M-V functional and the def2-TZVPD basis) results for C35H28N6PS4V as an isolated structure.

Positions of all 75 atoms, in Å:
H 3.39 -2.32 1.66
V 0.05 -0.19 -0.13
H -1.56 0.49 -3.00
H 1.52 4.88 1.46
H -0.94 4.28 -2.56
C -2.54 4.81 0.40
H 0.44 0.88 4.15
H -4.15 -1.14 -0.21
C 1.61 -0.89 -2.78
C -0.33 -1.39 1.46
C 3.34 -0.40 2.61
H 4.87 1.12 -0.56
C 5.09 2.08 -2.50
C -2.77 -0.55 -1.71
H -0.23 -1.67 -2.94
C -3.47 1.25 -3.11
C 0.28 3.02 3.99
C -2.06 5.07 -0.91
H -2.70 3.35 1.97
N -2.54 0.32 -2.76
C 4.98 -0.04 4.32
H 0.80 -1.85 -4.35
C -1.33 4.08 -1.57
N 2.68 -0.07 -1.04
H 2.23 2.63 0.69
N -3.75 6.60 1.77
H -2.24 -3.38 3.44
H 3.53 1.42 3.73
C 3.85 -1.68 2.40
N 0.58 -1.35 -3.51
H 5.41 0.59 5.09
N -2.47 7.27 -2.13
P 1.83 0.01 1.66
H -5.39 2.07 -2.79
C -1.40 -2.19 1.88
C 1.68 2.75 1.62
C -0.33 -2.60 4.01
H 4.29 2.81 -2.35
H -3.18 1.91 -3.91
C -4.94 0.46 -1.40
C -3.21 5.80 1.14
S -1.46 1.04 1.07
H 6.30 -1.68 4.72
C 1.38 1.62 2.38
C 4.91 -2.14 3.16
C 3.92 0.42 3.57
C 0.68 1.76 3.57
C -1.08 2.85 -0.97
C 4.87 0.85 -1.62
H 0.29 5.12 3.57
H 6.03 2.57 -2.25
C -2.30 6.28 -1.55
S -0.08 1.70 -1.77
C -4.67 1.33 -2.48
C 3.58 0.19 -1.91
H -0.27 3.13 4.91
H -5.87 0.54 -0.85
H 5.69 0.14 -1.79
C -3.99 -0.47 -1.04
C 5.48 -1.32 4.13
H 5.29 -3.14 3.02
C 0.73 -1.78 3.64
C -1.39 -2.78 3.14
C -1.62 2.58 0.31
N 1.58 -0.66 -1.49
S 3.11 -0.35 -3.53
C -2.32 3.57 0.98
H 5.12 1.80 -3.55
H -2.25 -2.35 1.23
S -1.59 -1.72 -1.35
C 0.59 4.14 3.24
H 1.56 -1.61 4.31
H -0.33 -3.09 4.97
C 0.69 -1.18 2.39
C 1.29 4.00 2.05

The value obtained for the HOMO-LUMO gap (spin up / spin down) is 4.791 / 4.173 eV. Its lowest unoccupied orbital energy (spin up / spin down) is 0.0701 / 0.0706 Eh. Its total charge is -1. The calculation puts the HOMO energy (spin up / spin down) at -2.8846 / -2.2528 eV. The multiplicity is 2.

Relative energies, unit kcal/mol: version A 0.0; version B 21.6

Version A
DFT (the ωB97M-V functional and the def2-TZVPD basis) results for a single C2S4 molecule.

Positions of all 6 atoms, in Å:
S 0.77 1.83 1.08
C 0.10 0.44 0.59
S -0.86 -1.64 -0.37
S 0.75 0.30 -2.11
S -0.85 -0.74 1.52
C 0.09 -0.18 -0.72

The value obtained for the HOMO-LUMO gap is 6.699 eV. The SMILES is S=C1SSC1=S. Its lowest unoccupied orbital energy is -0.0849 Eh. Its total charge is 0. The calculation puts the HOMO energy at -9.0104 eV.

Version B
DFT (the ωB97M-V functional and the def2-TZVPD basis) results for a 2-piece molecular cluster, C2S4 overall.

Positions of all 6 atoms, in Å:
S -0.51 -1.04 1.85
S -1.50 1.39 0.32
S 0.44 -1.66 -1.07
C -0.88 0.27 1.15
S 1.58 1.23 -1.22
C 0.87 -0.19 -1.02

The value obtained for the HOMO-LUMO gap is 8.367 eV. Its lowest unoccupied orbital energy is -0.0232 Eh. Its total charge is 0. The calculation puts the HOMO energy at -8.9975 eV.

Relative energies, unit kcal/mol: version A 10.4; version B 0.0

Version A
DFT (the ωB97M-V functional and the def2-TZVPD basis) results for C46H71N7O2ScSe as an isolated structure.

Positions of all 128 atoms, in Å:
H -1.42 5.89 3.26
H 2.98 -1.83 -0.28
C 3.50 0.01 -1.30
C -2.67 -3.52 2.84
O 0.81 -0.55 0.06
H 1.05 5.09 0.52
C 0.94 2.25 -3.04
H 2.12 4.94 4.12
H -0.24 3.50 -6.04
C -3.46 0.44 -4.25
H -1.33 -2.07 3.29
H -0.84 -2.94 -4.87
H -1.31 -7.58 -0.83
N -3.14 -2.29 0.75
H 3.07 3.53 -4.38
C -0.68 -1.91 -4.56
H 1.17 -2.25 3.46
H -0.80 3.73 0.70
H 2.00 -4.79 1.16
C 1.75 0.17 4.93
C -0.21 2.82 -5.18
C 3.97 -0.80 -2.52
H -0.48 -1.32 -5.46
C -2.95 -0.88 -4.80
C -0.62 -0.54 5.30
C 2.23 3.21 -5.00
H 0.73 -0.75 -3.43
H -3.62 -1.61 2.66
C -0.70 6.02 2.45
C 4.50 1.15 -1.03
C 0.01 -6.03 -0.15
H 3.30 -1.64 -2.71
H -0.38 -4.80 2.79
H 1.34 -2.32 -3.98
C 0.30 0.66 5.04
C 0.09 3.65 2.66
H 4.01 -0.20 -3.42
H -0.16 -3.49 -2.40
H 0.64 5.35 -4.54
Se -1.71 1.08 -0.04
H 0.92 2.36 6.31
H 1.87 -2.19 1.32
H 2.39 4.71 1.61
H -1.67 -0.31 5.08
H 4.18 1.74 -0.17
H -5.04 -0.24 -2.96
N -0.98 -3.89 0.18
C 0.08 -4.70 0.21
H -0.40 7.07 2.43
H -0.32 -1.40 4.71
N -1.34 -2.95 2.79
H 5.49 0.74 -0.82
H 2.97 1.68 -3.23
C 0.94 0.39 -0.87
H 0.84 -2.31 -1.54
C -2.02 -1.31 -2.59
H 4.98 -1.20 -2.34
H 2.46 2.21 -5.39
H 1.82 6.38 1.45
C -0.62 0.88 2.59
H -0.29 4.71 -3.17
H -4.25 -3.99 0.10
C -0.57 3.11 1.56
H -3.30 -6.08 -0.82
H 0.80 3.20 4.59
H -0.81 2.01 6.35
C -0.05 1.44 3.76
C 0.31 2.79 3.72
C 0.92 3.22 -4.22
H 1.92 -3.74 -0.25
H 1.89 -0.43 4.03
H -3.71 -1.53 0.40
C 0.47 -1.80 -3.59
H -4.11 1.10 -2.30
C -0.18 1.19 -1.19
N -3.20 -0.77 -2.13
C 3.56 -0.92 -0.09
H 1.46 4.95 -3.02
H 4.60 -1.21 0.08
H 1.89 -3.84 3.22
H -3.76 -1.61 -4.89
H 2.44 1.02 4.87
N 1.13 -2.87 1.48
N -1.89 -1.38 -3.94
C -0.20 2.08 -2.24
H -0.55 -0.83 6.35
H -3.47 -3.04 -1.17
C -2.17 -4.38 -0.17
H 2.02 -0.44 5.80
N -1.16 -1.76 -1.71
H -0.32 -3.99 4.35
C 2.12 0.63 -1.59
C 0.03 -2.41 -2.27
C 1.50 5.33 1.48
H -4.63 -2.96 2.12
H 1.51 6.57 3.89
H 4.59 1.83 -1.88
H -3.10 -0.54 -1.15
C 0.18 1.56 6.28
C -0.89 1.77 1.54
C -0.27 -3.82 3.27
H -2.52 -0.75 -5.79
C 2.06 1.53 -2.66
H -4.23 0.86 -4.90
C -1.22 -6.54 -0.55
H 3.18 -0.44 0.81
H 0.89 -6.66 -0.10
C -2.33 -5.71 -0.55
H -1.19 2.87 -4.69
H 2.16 3.89 -5.84
O -0.89 -0.42 2.44
C -3.34 -3.44 -0.16
H -3.03 -3.69 3.86
H 0.55 5.41 4.81
C 1.06 -3.19 2.92
Sc -0.78 -1.59 0.74
C -4.03 0.18 -2.87
H -1.22 5.80 1.51
H -0.07 1.80 -5.55
H -2.63 1.14 -4.20
C 1.38 -4.05 0.65
H -2.66 -4.50 2.34
H 0.34 0.96 7.18
C 0.66 4.64 -3.70
C -3.61 -2.57 2.13
C 1.22 5.52 3.94
H -1.09 2.67 -2.42
C 0.52 5.12 2.64

The value obtained for the HOMO-LUMO gap is 7.503 eV. Its lowest unoccupied orbital energy is -0.0764 Eh. Its total charge is +1. The calculation puts the HOMO energy at -9.5815 eV.

Version B
DFT (the ωB97M-V functional and the def2-TZVPD basis) results for C46H71N7O2ScSe as an isolated structure.

Positions of all 128 atoms, in Å:
H -0.22 -0.55 -5.90
C -0.30 -3.84 -4.96
H 0.63 -5.50 -3.35
H 3.57 -1.57 3.87
C -1.17 -4.36 3.07
H -2.08 -5.62 5.37
N -0.14 -1.24 -3.95
C -0.54 -1.43 -5.34
H 5.39 -2.71 -2.86
H 2.39 4.71 -0.12
H 0.21 -3.36 -0.30
H -2.01 -6.25 1.31
H -2.41 2.36 -0.16
N -1.70 0.74 1.81
H 3.34 0.22 -2.31
H -0.82 2.95 -1.72
H 6.23 -0.30 -2.69
C 0.08 -2.70 -5.89
C 1.59 2.42 -1.35
C 4.32 -1.20 0.05
H -1.10 -5.49 0.01
H 6.02 -2.99 -1.24
N 0.22 2.26 0.63
H 5.50 -1.60 5.08
H 0.48 -0.47 -3.79
H -3.84 1.48 -0.71
H -0.25 -6.79 4.00
C -2.79 -3.30 -0.28
N 0.61 1.45 -1.86
O -0.86 -1.62 0.71
C -0.24 -4.03 4.05
H 8.18 -2.11 3.72
H 7.19 -4.39 3.30
C 1.45 -4.26 -1.77
C 4.72 -1.22 -1.43
H 2.73 -1.44 -2.32
H -0.56 -4.97 -2.16
H -2.21 2.64 2.58
Sc 0.16 -0.15 -0.07
C -2.85 1.36 -0.25
H 4.81 -3.20 4.79
C 5.24 -1.73 0.95
H -1.37 -4.05 -5.04
H 6.19 -2.06 0.55
H 4.03 -0.95 -3.44
H 2.35 -4.05 -2.35
H 1.80 -2.64 -0.41
C -0.73 -2.39 1.79
H -1.58 0.35 -3.12
H -3.29 -0.30 1.02
H -1.71 -5.29 3.18
Se 1.15 -0.38 2.60
H -1.67 -4.25 6.40
H -3.77 -4.91 2.59
H 1.21 -5.16 6.99
C 0.49 -6.33 4.67
H -4.62 -4.68 1.07
C -0.24 2.74 1.79
C 6.12 -2.50 3.19
C 1.65 4.17 0.45
C 2.86 -0.94 1.96
C 1.20 4.63 1.67
H -1.91 -3.18 -0.91
H -2.40 -0.37 -1.21
C -1.30 -5.19 6.00
C 3.09 -0.76 0.59
C 6.41 -3.93 2.69
C 0.98 -3.04 -1.00
H -1.66 -0.04 2.45
H 6.74 -3.93 1.66
C 5.70 -2.59 4.66
H 0.67 -7.03 5.49
H 1.76 3.24 -2.06
C 7.40 -1.67 3.10
H 4.34 -3.36 -1.60
C -2.08 -5.54 0.49
H 1.68 -5.07 -1.07
C 0.00 -4.99 5.22
C 1.14 2.98 -0.03
H -2.80 -5.93 -0.23
H 1.15 -2.51 4.64
H 6.76 -0.54 -1.02
H -3.57 -3.81 -0.86
H 7.78 -1.61 2.08
C 5.03 -1.88 2.32
C -3.85 -4.26 1.72
H -3.76 1.25 1.70
N -1.97 0.55 -1.10
H 0.76 -3.50 6.62
C 3.81 -1.47 2.82
C -1.77 1.15 -2.42
C 1.06 -4.45 6.18
C 0.20 -2.03 2.79
C 0.34 -4.67 -2.71
C 5.14 -2.66 -1.80
H 5.63 0.76 -1.41
O 2.12 -0.23 -0.16
H -0.42 2.54 -3.38
N 0.05 -3.53 -3.58
C -0.60 2.11 -2.39
H -0.16 4.26 3.29
H -4.19 -3.28 2.07
H 1.08 0.91 -2.57
C 0.23 3.92 2.35
H 7.23 -0.65 3.45
H -0.29 -2.91 -6.90
C 0.13 -2.27 -3.07
H 1.59 5.56 2.09
H 5.51 -4.55 2.75
C -2.98 0.74 1.13
C -1.34 1.97 2.49
H -1.63 -1.49 -5.41
N 0.45 -1.96 -1.85
H -1.14 -5.87 6.83
H -1.02 1.77 3.51
H 1.16 -2.60 -5.95
C 5.91 -0.27 -1.64
H 0.23 -4.75 -5.24
C 3.63 -0.83 -2.43
C 0.43 -2.83 3.90
C -1.45 -3.59 1.94
H 2.02 -4.31 5.68
H 6.50 -3.04 5.25
H -3.16 -2.31 -0.03
H -2.67 1.68 -2.76
H 1.42 -6.22 4.11
C -2.52 -4.14 0.97
H 2.53 1.90 -1.20

The value obtained for the HOMO-LUMO gap is 7.928 eV. Its lowest unoccupied orbital energy is -0.0679 Eh. Its total charge is +1. The calculation puts the HOMO energy at -9.7759 eV.

Relative energies, unit kcal/mol: version A 0.0; version B 12.8